Entry 1:
19
Properties=species:S:1:pos:R:3:forces:R:3:nbo_charge:R:1 method="wB97M-V/def2-TZVPD" homo_ev=-8.48 e_tot_ev=-16153.368 orbital_gap_ev=9.41 multiplicity=1 fmax_ev_per_a=4.40
C 2.4453 -0.5459 -0.1696 1.4 -1.7 -1.8 -0.62
C 1.3441 -0.2692 0.7313 -0.7 -1.8 3.7 -0.23
N 0.6309 0.8881 0.5242 0.4 0.0 1.5 -1.05
P -0.0216 1.3781 -0.7367 -1.2 4.1 -1.0 1.11
H 2.7331 -1.6056 -0.3297 -0.4 0.2 0.7 0.21
H 2.2381 -0.2691 -1.1969 -0.2 0.6 -0.3 0.19
H 3.3298 -0.0853 0.1431 1.5 1.1 0.2 0.21
H 0.6812 -1.1114 0.7064 -0.5 -0.8 0.0 0.17
H 1.5921 -0.2586 1.8538 0.5 -0.2 -1.5 0.18
H -0.3403 2.6848 -0.1642 -0.5 -0.7 -1.5 -0.02
H 0.8372 1.7449 -1.8074 -0.3 -0.3 -0.3 -0.09
H -1.2570 0.9338 -1.3596 1.0 0.2 -0.1 -0.06
C -2.7214 0.4848 0.6316 -1.4 1.2 0.5 -0.51
C -2.0687 -0.5106 0.1798 -1.2 0.7 0.3 0.11
C -1.3284 -1.4781 -0.1364 0.1 -2.1 -0.4 -0.52
H -3.7232 0.8003 0.3607 0.1 -0.2 -0.2 0.23
H -2.1903 1.0792 1.3306 0.2 0.6 0.8 0.23
H -0.6576 -1.4765 -0.9455 0.8 0.0 -1.0 0.22
H -1.5233 -2.3836 0.3848 0.3 -0.9 0.3 0.24

---

Entry 2:
16
Properties=species:S:1:pos:R:3:forces:R:3:nbo_charge:R:1 method="wB97M-V/def2-TZVPD" homo_ev=-9.84 e_tot_ev=-13942.182 orbital_gap_ev=10.42 multiplicity=1 fmax_ev_per_a=3.07
N 1.9058 -0.5826 -0.5503 -0.2 -2.5 1.8 -0.80
C 0.6000 0.0161 -0.4622 -1.0 0.1 -0.2 -0.15
C -0.5144 -0.9795 -0.0792 0.2 0.1 -1.3 -0.54
C -1.8804 -0.2826 -0.2017 0.5 -1.1 1.7 0.81
O -2.0075 0.7781 -0.7117 -0.5 0.6 -0.5 -0.56
O -2.9390 -0.9511 0.3631 0.8 -0.2 -0.3 -0.67
C 0.6567 1.1729 0.5216 -1.2 -0.2 0.4 0.78
O 0.2732 1.0747 1.6723 0.7 0.6 -1.0 -0.60
O 1.1692 2.2926 -0.0452 -0.2 -0.5 0.5 -0.68
H 2.2080 -1.0135 0.3731 -0.7 0.7 -1.5 0.36
H 2.5440 0.1319 -0.7286 1.5 1.2 -0.6 0.36
H 0.3078 0.3756 -1.4662 0.4 0.2 0.5 0.23
H -0.5458 -1.7042 -0.9137 0.2 -0.1 0.4 0.24
H -0.3027 -1.5231 0.8451 -0.3 0.3 0.0 0.23
H -2.6150 -1.7882 0.7540 -0.2 0.6 -0.3 0.48
H 1.1401 2.9829 0.6297 0.1 0.2 0.1 0.50